C18H19BrClN2O8 | ωB97M-V/def2-TZVPD

```
49
Properties=species:S:1:pos:R:3
Br -3.645 3.225 -3.575
Cl -0.670 -0.356 2.236
O -2.306 -3.417 -1.773
O -2.771 3.111 -0.526
O 2.446 0.853 0.260
O 2.139 1.718 2.602
O -0.599 2.750 -0.493
O -1.187 -2.598 0.032
O 1.284 -1.093 0.126
O 0.056 2.621 2.854
N -2.001 -1.132 -1.464
N -1.770 2.400 -0.771
C -1.982 1.108 -1.349
C -4.707 -0.796 -3.999
C -4.694 0.612 -4.048
C -1.384 -0.021 -0.879
C 3.439 0.290 -0.639
C -3.816 1.369 -3.259
C -3.786 -1.467 -3.183
C -1.863 -2.484 -1.120
C 0.811 1.808 2.356
C 4.168 2.463 3.532
C 1.422 0.047 0.566
C 0.401 0.682 1.447
C 2.669 2.603 3.606
C -2.970 -0.688 -2.373
C -0.483 -3.936 1.844
C 4.754 0.929 -0.292
C -2.988 0.717 -2.350
C -1.220 -3.964 0.536
H -2.272 -4.245 0.684
H 3.491 -0.795 -0.492
H 4.543 2.858 2.580
H 5.526 0.562 -0.972
H -3.681 -2.546 -3.142
H 2.300 2.299 4.599
H 4.704 2.022 -0.373
H -0.738 -4.617 -0.205
H 0.524 -3.515 1.730
H -0.566 -0.145 -0.219
H 4.615 3.048 4.337
H -5.351 1.144 -4.729
H 4.494 1.420 3.639
H -0.417 -4.964 2.218
H -1.023 -3.347 2.596
H 3.133 0.532 -1.665
H 5.042 0.648 0.729
H 2.356 3.633 3.385
H -5.428 -1.346 -4.603
```

Results
Kohn-Sham gap   6.1 eV
Total charge   -1
Relative energy (zero: lowest compared OMol25 entry of this formula, charge and spin)   0.0 kJ/mol
Calculated total energy   -4442.91807 hartree

=====

C18H19Cl3GeN5O7V | ωB97M-V/def2-TZVPD

```
54
Properties=species:S:1:pos:R:3
Ge -2.064 -2.101 1.128
V 0.135 -0.535 -0.448
Cl -3.676 -2.935 -0.039
Cl -1.378 -0.469 -2.080
Cl -3.149 -1.709 2.975
O -1.020 -4.668 0.210
O 0.404 -2.447 -0.701
O -0.218 -6.224 -1.031
O 4.440 -7.038 0.326
O 5.735 -5.345 0.617
O 1.648 -0.660 0.644
O 3.859 -0.712 0.523
N -0.103 -5.202 -0.395
N 0.500 1.636 -0.427
N 4.651 -5.844 0.397
N -3.069 1.447 0.614
N 1.051 4.126 -0.189
C -5.306 1.332 -0.239
C 1.906 1.896 -0.855
C 0.348 2.068 0.991
C 1.365 -3.211 -0.274
C 2.636 -2.726 0.122
C 2.799 -1.276 0.417
C 3.697 -3.580 0.324
C -5.512 2.670 0.050
C -3.285 2.734 0.888
C -4.477 3.389 0.629
C -0.401 2.448 -1.290
C 0.669 3.580 1.109
C -4.074 0.769 0.059
C 2.275 -5.478 -0.076
C 1.217 -4.619 -0.257
C 2.221 3.407 -0.687
C 3.520 -4.945 0.194
C -0.053 3.948 -1.126
H 1.030 1.466 1.588
H 4.662 -3.174 0.596
H -0.195 4.137 1.474
H -0.269 2.110 -2.315
H -6.460 3.145 -0.170
H -1.425 2.228 -1.003
H 1.994 1.581 -1.897
H 2.524 3.851 -1.635
H 0.235 4.386 -2.083
H -0.914 4.508 -0.757
H -2.460 3.273 1.345
H -3.895 -0.273 -0.179
H 1.486 3.748 1.811
H 3.039 3.548 0.019
H -6.078 0.726 -0.691
H -4.586 4.436 0.878
H 2.572 1.282 -0.254
H -0.676 1.841 1.295
H 2.129 -6.548 -0.125
```

Results
Kohn-Sham gap (spin up / spin down)   7.5 / 7.7 eV
Spin multiplicity   3
Expectation value of S²   2.012
Relative energy (zero: lowest compared OMol25 entry of this formula, charge and spin)   0.0 kJ/mol
Calculated total energy   -5899.25274 hartree

=====

Question: Among the records above, which one has the lowest calculated total energy?
Answer: C18H19Cl3GeN5O7V